(1)
{"formula": "C8H10O2S", "method": "ωB97M-V/def2-TZVPD", "elements": ["C", "C", "C", "C", "C", "C", "C", "C", "O", "O", "S", "H", "H", "H", "H", "H", "H", "H", "H", "H", "H"], "positions_angstrom": [[1.58823, 1.00016, 0.38632], [1.24466, -1.22047, -0.44588], [0.22102, 1.31073, 0.35718], [-0.12347, -0.90558, -0.53692], [2.14386, -0.28571, -0.04453], [-0.64856, 0.35320, -0.23165], [3.52102, -0.60918, 0.30427], [-2.15003, 0.65088, -0.23609], [-2.82720, 0.55657, -1.42768], [-2.80782, -0.27860, 0.65064], [-4.42742, -0.48326, 0.43952], [2.29904, 1.58939, 0.91557], [1.58927, -2.20223, -0.69969], [-0.10063, 2.24369, 0.82609], [-0.77658, -1.73558, -0.90928], [4.14100, -1.25076, -0.42331], [4.02021, 0.38578, 0.56011], [3.34978, -1.12019, 1.26334], [-2.30447, 1.68292, 0.18305], [-2.97453, -0.38101, -1.79316], [-4.97738, 0.69926, 0.86213]], "homo_energy_ev": -8.823, "smiles": "Cc1ccc([C@@H](O)OS)cc1", "orbital_gap_ev": 9.520}

(2)
{"formula": "C2H11N3P", "method": "ωB97M-V/def2-TZVPD", "elements": ["C", "C", "N", "N", "N", "P", "H", "H", "H", "H", "H", "H", "H", "H", "H", "H", "H"], "positions_angstrom": [[-1.36590, 0.58216, -0.56908], [-0.05878, 0.22176, 0.03840], [-0.99796, 1.25141, -1.80312], [2.42573, 0.39351, 0.27356], [0.12291, -0.61597, 1.00062], [1.31220, 0.88190, -0.91740], [-1.89850, 1.26672, 0.10113], [-2.00792, -0.30125, -0.69179], [-1.01335, 0.61891, -2.59606], [-1.60431, 2.03434, -2.02617], [3.28351, 0.00999, -0.11177], [2.69624, 1.10999, 0.94028], [1.10056, -0.76789, 1.26481], [-1.21040, -3.51209, 2.20873], [-0.61778, -1.11875, 1.47484], [-1.20750, -4.25272, 1.96948], [1.04124, 2.19796, -0.55647]], "total_charge": 1, "homo_energy_ev": -13.557, "orbital_gap_ev": 9.279}

(3)
{"formula": "C4H9NO2S", "method": "ωB97M-V/def2-TZVPD", "elements": ["C", "C", "C", "C", "N", "O", "O", "S", "H", "H", "H", "H", "H", "H", "H", "H", "H"], "positions_angstrom": [[3.63084, -0.56954, -0.35157], [-2.04857, 0.07413, 0.47937], [-0.46672, 1.07933, -0.98642], [0.27415, -0.36058, 1.08602], [-0.69598, 0.61434, 0.40614], [3.07548, -0.97595, -1.27534], [4.18285, -0.14755, 0.54253], [0.16943, -1.92517, 0.14351], [-2.30606, 0.01525, 1.50588], [-2.73696, 0.63693, -0.10161], [-1.82858, -0.82119, 0.01116], [0.42103, 1.74301, -1.12563], [-0.37262, 0.19064, -1.61415], [-1.23744, 1.68503, -1.44212], [1.25117, -0.04534, 0.64349], [-0.66213, 1.41347, 1.14501], [-0.64987, -2.60681, 0.93374]], "homo_energy_ev": -7.271, "orbital_gap_ev": 7.796}

The calculation returns the following LUMO values, one per record and in order: 0.70, -4.28, 0.52 eV.
The calculation returns the following DFT total energy values, one per record and in order: -859.4380, -588.1417, -761.1380 a.u..
The calculation returns the following energy relative to the best compared isomer or geometry (same formula, charge and spin) values, one per record and in order: 167.51, 52.65, 329.33 kJ/mol.